[1]
Below is an isolated molecule of C4H4Cl2, with properties calculated with ωB97M-V with the def2-TZVPD basis set.

Each line ends with the Mulliken charge.
CARTESIAN COORDINATES (ANGSTROEM)
Cl (1.71813, 1.25657, 0.67602)  -0.17
C (-0.13931, -0.74537, -0.23623)  0.35
C (0.30094, 0.71553, -0.06459)  0.46
H (0.80822, -2.72629, -0.34606)  0.33
H (-0.72314, 2.72785, 0.19272)  0.18
H (1.56936, -1.20023, 0.80493)  0.09
Cl (-1.82498, -1.11348, -0.85057)  -0.21
C (-0.70560, 1.51501, 0.01790)  -0.70
C (0.76494, -1.68376, -0.05519)  -0.53
H (-1.76856, 1.25417, -0.13893)  0.20

## Properties
Energy above the lowest of the compared OMol25 structures with the same formula, charge and spin = 202.5 kJ/mol
Orbital gap = 9.81 eV
E_HOMO = -9.39 eV
SMILES string = C=C(Cl)C(=C)Cl

=====

[2]
Below is a structure of composition C4H4Cl2CoFeN2O3S, with properties calculated with ωB97M-V with the def2-TZVPD basis set.

Each line ends with the Mulliken charge.
CARTESIAN COORDINATES (ANGSTROEM)
Co (0.09993, -0.32137, 0.86098)  0.36
C (-0.01367, 0.02740, 4.59157)  0.89
Cl (2.07344, -1.13111, 0.44726)  -0.07
S (0.12309, 0.52870, 2.81190)  0.04
Cl (-0.50457, 2.77747, -6.00080)  0.27
H (-0.77054, 0.93890, 6.35778)  0.29
N (-0.74073, 0.87205, 5.31780)  -0.37
O (-1.17464, -2.24716, 2.66525)  -0.15
C (0.51676, -0.70911, -7.35160)  0.63
O (-0.72247, 1.68940, -9.68311)  0.06
Fe (0.01393, 0.94844, -6.92140)  0.40
H (1.24033, -1.56390, 4.70651)  0.25
N (0.68932, -0.90094, 5.24480)  -0.36
C (-0.67856, -1.19854, 2.32307)  0.60
C (-0.43297, 1.45267, -8.58881)  0.60
O (0.77768, -1.76463, -7.81977)  0.05
H (0.74588, -0.95045, 6.29001)  0.29
H (-1.24220, 1.55218, 4.74858)  0.25

## Properties
Energy above the lowest of the compared OMol25 structures with the same formula, charge and spin = 233.1 kJ/mol
Orbital gap (spin up / spin down) = 6.26 / 3.66 eV
Multiplicity = 10
Expectation value of S² = 24.8072
E_HOMO (spin up / spin down) = -21.24 / -22.24 eV
Total charge = +4

=====

[3]
Below is a cluster of 2 separate species, C4H4Cl2O in total, with properties calculated with ωB97M-V with the def2-TZVPD basis set.

Each line ends with the Mulliken charge.
CARTESIAN COORDINATES (ANGSTROEM)
C (-1.00735, -1.39168, 0.08246)  -0.69
O (2.33620, -0.98061, 1.48370)  -0.36
H (-0.70474, -2.31629, 0.52859)  0.28
C (1.83577, -0.08896, 0.88286)  0.36
H (0.19747, 1.65327, -0.00785)  0.24
C (-0.44864, -0.20353, 0.11845)  0.07
C (-0.63102, 1.12701, -0.42360)  -0.23
Cl (2.52237, 1.30669, 0.26739)  -0.11
Cl (-0.49263, 0.86987, -2.22854)  -0.17
H (-1.91170, -1.48012, -0.40624)  0.30
H (-1.69572, 1.50434, -0.29723)  0.31

## Properties
Energy above the lowest of the compared OMol25 structures with the same formula, charge and spin = 320.6 kJ/mol
Orbital gap (spin up / spin down) = 8.55 / 8.55 eV
E_HOMO (spin up / spin down) = -8.84 / -8.84 eV

=====

[4]
Below is a cluster of 2 separate species, C4H4Cl2O in total, with properties calculated with ωB97M-V with the def2-TZVPD basis set.

Each line ends with the Mulliken charge.
CARTESIAN COORDINATES (ANGSTROEM)
C (1.94696, -0.94499, 0.30836)  0.40
H (-1.23061, -1.21350, 0.69203)  0.22
C (-1.20958, -0.11617, 0.56467)  -0.49
C (0.02750, 0.60574, 0.08519)  0.17
H (-1.05650, -0.38077, -1.77603)  0.24
H (-1.92394, 0.54179, 1.05043)  0.26
C (-0.99397, 0.31081, -0.91120)  -0.54
Cl (0.66639, 2.11904, 0.47565)  -0.16
O (1.95803, -2.04515, 0.62194)  -0.26
Cl (3.40433, -0.06908, -0.05416)  -0.12
H (-1.58861, 1.19228, -1.05688)  0.27

## Properties
Energy above the lowest of the compared OMol25 structures with the same formula, charge and spin = 86.4 kJ/mol
Orbital gap (spin up / spin down) = 8.22 / 8.30 eV
Multiplicity = 3
Expectation value of S² = 2.0077
E_HOMO (spin up / spin down) = -7.34 / -10.44 eV

=====

[5]
Below is a cluster of 2 separate species, C4H4Cl2O2 in total, with properties calculated with ωB97M-V with the def2-TZVPD basis set.

Each line ends with the Mulliken charge.
CARTESIAN COORDINATES (ANGSTROEM)
C (-1.56539, -0.68804, 0.47417)  -0.48
H (-0.19402, 0.08656, -0.99128)  0.08
H (-1.85043, 1.00837, -0.81479)  0.26
C (-0.98974, 0.49441, -0.22790)  -0.71
O (-1.58049, -3.07387, -0.21327)  -0.42
C (2.44920, 0.99066, -0.10696)  0.55
Cl (2.66875, -0.07796, -1.39820)  -0.09
H (-0.58500, 1.17395, 0.41697)  0.34
H (-1.81219, -0.48736, 1.54859)  0.26
Cl (3.07907, 0.46061, 1.43896)  -0.13
O (1.89728, 2.03164, -0.17966)  -0.35
C (-1.51706, -1.91898, 0.05337)  0.69

## Properties
Energy above the lowest of the compared OMol25 structures with the same formula, charge and spin = 119.8 kJ/mol
Orbital gap = 9.16 eV
E_HOMO = -8.89 eV
SMILES string = O=C(Cl)Cl.CC=C=O

=====

[6]
Below is a cluster of 2 separate species, C4H4ClF in total, with properties calculated with ωB97M-V with the def2-TZVPD basis set.

Each line ends with the Mulliken charge.
CARTESIAN COORDINATES (ANGSTROEM)
C (1.33008, 0.03996, 0.55768)  -0.19
C (0.87562, 0.84973, -0.44526)  -0.32
H (-1.91747, 0.77162, 0.86841)  0.43
C (-1.65757, -0.04305, 0.27846)  -0.25
F (0.75473, 2.13092, -0.26859)  -0.23
Cl (1.67987, -1.63534, 0.33135)  -0.14
C (-1.55095, -1.01989, -0.47365)  -0.50
H (1.52140, 0.45567, 1.52383)  0.38
H (0.60319, 0.38151, -1.34907)  0.46
H (-1.63890, -1.93113, -1.02317)  0.36

## Properties
Energy above the lowest of the compared OMol25 structures with the same formula, charge and spin = 244.1 kJ/mol
Orbital gap = 10.03 eV
E_HOMO = -8.98 eV
SMILES string = F/C=C/Cl.C#C

=====

[7]
Below is an isolated molecule of C4H4ClF, with properties calculated with ωB97M-V with the def2-TZVPD basis set.

Each line ends with the Mulliken charge.
CARTESIAN COORDINATES (ANGSTROEM)
C (-0.62084, -0.36839, -0.01057)  0.48
F (-1.68746, 0.44963, -0.00320)  -0.26
H (0.01820, -2.38401, -0.03919)  0.24
C (0.64565, 0.38287, 0.00900)  0.32
C (-0.79879, -1.66332, 0.01876)  -0.71
H (-0.21236, 2.27435, 0.00204)  0.35
H (1.71599, 2.24211, 0.03643)  0.21
Cl (2.10182, -0.56210, -0.00234)  -0.20
C (0.67935, 1.73655, -0.00548)  -0.70
H (-1.84157, -2.10769, -0.00546)  0.25

## Properties
Energy above the lowest of the compared OMol25 structures with the same formula, charge and spin = 7.5 kJ/mol
Orbital gap = 9.86 eV
E_HOMO = -9.41 eV
SMILES string = C=C(F)C(=C)Cl

=====

[8]
Below is an isolated molecule of C4H4ClN, with properties calculated with ωB97M-V with the def2-TZVPD basis set.

Each line ends with the Mulliken charge.
CARTESIAN COORDINATES (ANGSTROEM)
Cl (-0.38327, 1.37609, -0.09305)  -0.17
N (2.43702, -0.60710, -0.55228)  -0.39
C (0.22634, -0.01980, 0.70314)  0.36
C (1.46227, -0.40019, 0.10159)  0.14
C (-1.82550, -1.00944, -0.45998)  -0.72
H (0.33322, 0.11452, 1.82396)  0.26
H (-2.06430, -0.20524, -1.09161)  0.29
H (-2.38688, -1.94860, -0.70990)  0.21
C (-0.82450, -1.08270, 0.41710)  -0.28
H (-0.65726, -2.03163, 0.85421)  0.33

## Properties
Energy above the lowest of the compared OMol25 structures with the same formula, charge and spin = 155.2 kJ/mol
Orbital gap = 11.46 eV
E_HOMO = -10.71 eV
SMILES string = C=C[C@H](Cl)C#N

=====

no.,molecular weight (g mol⁻¹)
1,122.98
2,345.84
3,138.98
4,138.98
5,154.98
6,106.53
7,106.53
8,101.54